The following is a quantum chemistry calculation of a molecular structure, C58H45F3N4O2PdSbTe in a non-equilibrium geometry, from OMol25.

Results
- frontier orbital gap (eV) = 4.648
- electronic energy (a.u.) = -3542.47384

The geometry in ORCA input format:
```
! wB97M-V def2-TZVPD RIJCOSX def2/J DEFGRID3
* xyz -1 1
H 2.52450 -0.53060 2.36700
H -3.10110 4.74870 -0.20840
C -2.40850 -1.53110 -0.17360
C 0.60250 0.34270 -3.66500
H -3.61960 6.46470 1.50630
H -0.58080 2.73160 2.57780
C 3.25240 -2.37680 1.60710
C 1.51460 1.25790 5.46070
C 0.76830 0.37980 4.70880
H 3.70530 -5.25460 -0.18800
H -3.81040 1.48080 -2.51160
C 2.13070 -3.93170 -0.79820
C 3.08700 -0.86790 1.49430
H 3.32810 0.97970 -6.51560
H -2.23490 -1.11100 -1.16190
H 1.57060 -2.93130 -3.97520
H 4.08830 -0.41640 1.53900
C -1.21770 3.76810 -1.87860
H 4.01250 -2.74900 0.92420
H 4.83260 1.62290 -0.12170
H -2.91980 1.42610 -5.30690
C -0.12670 5.87500 -2.34680
H -6.26520 1.15930 -2.28330
C -4.27130 1.51660 -1.53870
C 1.48860 1.54340 2.70790
H -0.65150 -2.32930 -7.57080
F -0.51890 6.94500 -4.41860
N 2.37200 -0.42710 0.30490
H -4.10710 -2.69840 -0.73060
C -2.82670 0.21040 -7.07310
H -3.46650 1.81430 1.72150
C 3.32590 0.35560 -3.16820
H 0.64180 -2.69240 -1.70350
H -2.46850 3.01950 -3.42800
C -1.82030 3.82300 -3.12240
C 5.14170 -1.57830 -1.16480
C 3.03820 -0.26870 -0.80430
C 3.23710 -4.74240 -1.01880
C 2.25100 2.27610 4.86620
C -1.51440 4.50840 3.29520
C -0.35890 4.79590 -1.51360
C -0.71640 -1.08280 -5.83380
C -0.83750 0.43940 -3.87460
H -1.07960 4.45040 4.28200
H 2.82370 2.96540 5.46780
F -2.63630 6.50110 3.90100
N 0.11480 -0.38450 2.49100
Pd 0.32270 -0.53850 0.51560
C 0.75690 0.48030 3.29990
C -5.43600 1.49710 0.97950
H -2.04760 4.92620 -4.96460
H 0.08290 -1.60380 -5.32720
H -2.48850 -1.13270 -8.70790
H 1.45670 1.65830 1.61800
C -2.17780 -0.83320 -7.71600
Te 1.43970 -3.52110 1.19900
C 6.52210 -1.67670 -1.15500
H 3.57040 -4.32780 -4.35930
O -1.62770 0.86320 -3.02280
C -3.48400 1.72880 -0.42060
H 7.28380 1.43690 -0.09100
Sb -1.34480 2.09890 -0.47140
C -3.46210 -2.37680 0.06950
N -1.55990 -1.15060 0.77580
C 2.47540 0.03470 -2.09920
C -4.07380 1.68940 0.83550
H -3.65090 0.71080 -7.56370
C -1.23800 3.55340 2.32860
H -4.47810 -3.50580 1.60380
C -1.59130 4.88160 -3.98640
C 6.68770 0.59100 -0.40090
C -1.33030 -0.00110 -5.19980
C 7.29900 -0.59430 -0.77600
C 2.03550 -3.44990 -3.14930
C 2.87210 0.61460 -4.45220
H -5.90560 1.48480 1.95190
H 2.77650 3.21230 3.00960
F -7.54500 1.15380 -0.03270
C 1.06100 -0.03300 -2.35360
C -0.74790 5.89670 -3.58070
N -0.87370 -1.17010 2.99960
H 4.54540 0.02980 -5.64980
H 4.38950 0.42610 -2.98950
C 3.15610 -4.23350 -3.36470
C -2.94760 5.64590 1.72010
C 3.85090 0.86760 -5.56720
H 4.43930 1.76850 -5.38740
H 8.37750 -0.67660 -0.78090
H 6.98640 -2.61040 -1.43840
H 3.55330 -2.60910 2.62530
C 2.22140 2.41160 3.48260
C -2.65110 4.68240 0.77260
C -2.41800 0.61640 -5.81670
C -3.65980 -2.83160 1.38820
H 0.13230 4.75880 -0.54970
C -6.20060 1.32350 -0.15790
H 4.53420 -2.41930 -1.46960
C 1.51740 -3.30810 -1.87260
C -5.63740 1.31810 -1.41860
C -2.36220 5.54690 2.96920
H 4.61980 -5.50960 -2.46180
C -1.71880 -1.58000 2.08700
H -2.95460 -2.74350 3.40440
H 0.52710 6.68570 -2.05960
C -1.13720 -1.49590 -7.08100
C 4.52670 -0.39100 -0.78790
C -2.82220 -2.43210 2.38210
H 1.53330 1.14960 6.53570
C 5.30900 0.69570 -0.40830
C 3.74890 -4.88970 -2.29790
H 0.19510 -0.41470 5.16250
C -1.78490 3.63440 1.05770
O 0.20380 -0.49000 -1.54420
C 1.50450 0.63100 -4.68260
H 1.12990 0.90600 -5.66100
*
```

***

The following is a quantum chemistry calculation of a molecular structure, C58H47FNO6P2RuS3, from OMol25.

Results
- frontier orbital gap (alpha / beta) (eV) = 7.165 / 7.905
- electronic energy (a.u.) = -4816.62963
- relative energy (zero: lowest compared OMol25 entry of this formula, charge and spin) (kcal/mol) = 0.0

The geometry in ORCA input format:
```
! wB97M-V def2-TZVPD RIJCOSX def2/J DEFGRID3
* xyz 0 6
F 3.81866 -2.77260 -0.10021
C -1.02163 -4.03036 0.78327
C -4.66534 -0.83234 2.72976
H 4.50039 4.90236 1.74000
C 3.14912 3.38402 1.08885
C -2.15930 4.26359 -1.40671
H 6.47675 -3.71269 -5.03859
H 3.27235 -4.96078 1.48006
O 2.39461 0.46782 0.60037
C 4.83217 -4.04308 -3.70042
C -3.87060 2.71693 3.75583
H -1.62571 1.60576 6.04904
P 1.99028 -1.44909 -2.41552
C -1.74826 2.24555 2.69552
S 1.35225 1.47906 0.20277
C 2.15276 3.06212 0.17790
H -0.87731 4.67240 1.73692
C -1.47525 2.53116 0.19092
C -1.41310 6.25162 0.41827
H -0.76819 0.53837 -5.97882
H 0.34697 2.74127 -5.87347
C 0.64612 1.94978 -5.19726
C 0.01935 0.71257 -5.25639
C -3.06399 -4.28229 2.03149
H -2.68390 5.90101 -2.71353
C 1.73236 3.97131 -0.77933
H -1.12426 7.02865 1.11453
C -3.33825 2.32819 5.00557
C 2.77238 -5.68108 0.84518
H -2.02742 7.65203 -1.11533
C -2.51379 3.24359 -2.32052
H 1.97437 5.95474 -1.54898
H 5.08198 -5.08110 -3.52219
H 4.92330 6.95667 0.45138
Ru 2.13631 -1.81532 0.06605
C -2.28871 5.63764 -1.73922
C 2.03748 1.16205 -3.40497
H 5.91249 -1.33690 -5.42692
H -1.12525 -4.08161 2.92860
C 0.89160 1.29894 2.90929
C -5.05097 -0.44800 1.44107
H -3.00489 -1.34206 3.98374
C 4.20195 -1.37650 -4.13671
C 3.41089 -2.14916 -3.29222
H 3.48658 2.64953 1.80986
C 3.73379 -3.48625 -3.06652
S -1.49305 -0.16806 -0.46877
C 5.30359 -1.93964 -4.76538
C -3.78749 -4.32675 0.84770
C 2.30453 5.23558 -0.80833
H -6.11791 -0.01479 4.08468
O 2.79695 -1.91445 2.52774
C -2.36279 -0.87458 1.99569
H 1.02077 -8.18871 -1.51369
H 1.89541 0.89606 2.94381
H -3.68961 -4.24964 -1.29535
H -6.10108 -0.28601 1.22402
O -1.85530 -0.84378 -1.75128
C -0.92654 2.15628 1.52923
H 2.84128 1.32808 -2.69511
H -3.51371 2.97519 1.67715
H 3.27810 -8.68277 -0.63438
C 0.11931 1.38246 4.02527
H 0.50791 1.04966 4.98014
H -4.86520 -4.42994 0.87459
C 0.86754 -6.31186 -0.49464
H 4.39673 -7.07265 0.87282
C -1.92407 6.60694 -0.85310
C 5.61770 -3.27280 -4.54804
C -2.33845 1.93003 -2.00038
C -1.68684 -4.12699 2.00480
C -3.12999 -4.22727 -0.36952
C 1.51145 -7.48702 -0.85159
C 0.34960 1.69329 1.66919
H -5.26500 -1.42695 4.70993
H -3.57550 -4.35881 2.98269
C 1.42272 -0.08666 -3.47297
H -6.52292 -1.61795 3.48205
C -2.76827 -0.46455 0.73829
O 1.02253 -2.12647 4.23455
C -1.82027 1.58334 -0.73996
C -5.69753 -0.98609 3.81279
H -0.06635 -1.27850 -4.45215
C 3.40640 -6.86115 0.49099
H 2.15269 3.13792 -4.23700
C 3.89888 6.96722 0.08136
H -1.25132 -4.00025 -1.35949
S 1.40122 -2.14371 2.85937
H 3.95453 -0.33790 -4.31797
H -2.56321 1.13348 -2.69816
C 0.40718 -0.30629 -4.39976
H -1.31046 -1.04123 2.19738
H -0.03265 -2.21744 -2.08352
C -1.64398 3.90772 -0.13742
C -4.11241 -0.24959 0.44928
H -4.41513 0.06699 -0.54240
C 2.77765 -7.76399 -0.35595
H -3.96345 2.36141 5.88900
P 0.77634 -3.80268 0.75442
C -1.21617 1.85382 3.94677
H 3.32443 7.64407 0.71768
H -2.90249 3.52323 -3.29286
C 3.71586 4.64396 1.03855
C 3.29734 5.58833 0.09897
C -1.75120 -4.08090 -0.40291
C -1.27747 4.94113 0.76707
C -3.09781 2.67965 2.63197
H 3.12705 -4.07865 -2.39475
O 1.12324 -3.69504 2.37408
C 1.65650 2.17567 -4.27352
C -3.31989 -1.04580 2.98989
H 0.95736 3.69779 -1.48512
C 1.49191 -5.41166 0.36305
H -4.90002 3.04686 3.69146
H 3.89993 7.38277 -0.92576
H -0.12294 -6.10715 -0.87949
C -2.04317 1.91009 5.09648
N 0.87580 -2.64528 -2.30119
O 0.53005 -1.37417 1.94460
*
```

***

The following is a quantum chemistry calculation of a molecular structure, C58H48BO3OsP2S2Te in a non-equilibrium geometry, from OMol25.

Results
- frontier orbital gap (alpha / beta) (eV) = 4.761 / 5.479
- electronic energy (a.u.) = -4327.36540
- relative energy (zero: lowest compared OMol25 entry of this formula, charge and spin) (kcal/mol) = 37.7

The geometry in ORCA input format:
```
! wB97M-V def2-TZVPD RIJCOSX def2/J DEFGRID3
* xyz -1 5
C -5.02712 -2.27609 -3.81849
H -0.34642 1.31550 -5.23445
H 1.66277 -1.91364 2.99728
H -5.03676 -4.95684 3.43398
H -3.56135 -5.04711 0.61497
O -1.30722 -0.44475 -1.11888
H -0.09617 -1.02969 1.62915
C 3.63490 1.42432 -5.53028
O 1.93945 2.13878 0.89671
C -2.01953 0.38757 -6.28425
S -2.93608 -0.47012 -0.87912
C 3.04243 0.18278 -5.60468
C -3.72998 -3.66096 2.22676
H -5.22156 -3.18101 4.83983
H -3.30178 -5.18606 3.72018
H 4.30334 -1.54263 0.41164
C 1.55370 -3.97279 -1.61319
H 1.54995 -1.11624 -4.99079
C -2.61682 -0.69316 -3.71587
C 0.19691 -3.77046 -1.86239
C -1.19236 0.63417 -5.14857
H -4.56221 -0.21250 -7.62913
C -2.88834 0.18923 3.60260
C -1.39483 3.84773 2.28539
C -4.44801 -1.87099 -2.59210
C -4.91234 -2.01821 -6.40003
C -4.08575 -4.43211 3.47486
Os -0.55650 1.40520 -0.73198
H -5.87357 -2.88642 -3.73342
H -1.74198 0.82453 -7.24862
C -3.46210 -2.29418 2.56754
H 4.44325 1.67510 -6.17860
C 0.66834 -1.45346 -2.44197
H -0.03687 2.62114 3.95828
H -3.63879 -3.59114 5.52759
C 7.19551 0.64788 3.73779
C 4.20636 -0.56970 0.86749
H 1.84760 -4.96022 -1.22716
H 1.83659 1.70072 5.27434
H -4.92728 -2.14775 -1.68063
Te -0.29348 3.85226 -1.04555
H 7.90737 1.11326 4.41873
C -3.05048 -1.30043 1.65745
C -3.62858 -2.09050 3.94049
C 1.41408 0.77259 -3.91568
C 6.94891 2.87673 2.67472
C 2.02739 -1.70339 -2.27032
H 4.88807 1.25871 4.98660
C -2.27397 2.80372 2.09138
H -1.19621 5.97133 2.48141
C 4.08274 2.00517 2.03193
H 2.72539 -0.89508 -2.36433
C 5.25122 -0.12299 1.73877
H 3.59135 3.32209 -4.50754
H 6.27008 3.69846 2.38790
P 0.06972 0.29867 -2.76919
S -4.19968 2.64862 0.18955
H 7.42862 2.57876 1.71010
C 5.45364 2.10940 4.58271
H -1.28202 -2.32855 -2.36870
C -3.29963 -1.04558 -4.89069
H -5.24251 4.50018 2.30924
H -0.50916 -4.56712 -1.72526
C -3.00674 -0.52148 -6.18087
C 5.17546 1.14510 2.29644
H 3.54821 -3.13125 -1.68705
C -2.73867 -0.03378 2.22786
H 7.70221 3.22313 3.39542
C 1.89920 -0.12703 4.22388
P -1.59229 1.30664 1.48571
H -0.33043 3.76177 2.13427
B 1.22910 1.23430 0.07859
C -1.38291 0.04901 -3.90407
H 6.08139 -0.75760 1.97825
H 4.77710 2.93401 4.44073
H 7.78023 0.24023 2.91603
H -4.78753 -3.06737 -6.74537
H 2.75778 -0.46679 4.78863
C 2.03077 2.03756 -3.83768
C -4.17539 -3.36183 4.59736
H -3.45631 -0.61104 5.50156
C -1.89791 5.13830 2.43014
C 3.15028 0.26061 0.68920
H -3.64199 6.36857 2.61662
C -3.33088 -1.08083 -2.48883
C -4.45746 -1.87395 -4.97670
C 1.33356 -0.90878 3.21256
C 0.31480 1.61410 3.70209
H 4.05689 2.98190 2.46199
C -3.73495 2.97807 1.98389
C -3.07847 -3.08706 -0.04899
H -2.61701 1.11440 4.10181
C -4.18244 4.33243 2.32486
O 2.00546 0.03498 -0.01651
C 0.29862 -0.39904 2.41334
H -4.26156 2.18076 2.53464
C -4.00102 -1.03379 -7.18539
C 3.12999 2.34656 -4.62281
C 2.46330 -2.95563 -1.85682
C -3.07183 -1.70061 0.27423
H -3.46552 -1.52603 -8.00537
C -3.34701 -0.83701 4.44540
C 6.20225 1.70479 3.27918
C 3.08969 1.52643 1.26064
C 1.93976 -0.13339 -4.82988
C -0.22236 -2.51922 -2.28416
H 6.17660 2.41723 5.31516
H -2.81811 -3.38229 -1.06278
H 1.68457 2.75041 -3.08390
H -5.97579 -1.79983 -6.51506
C 1.38819 1.12171 4.46333
H 6.69320 -0.17831 4.24823
H 3.43056 -0.56975 -6.28819
C -3.47399 -4.01538 0.90959
C -0.22675 0.87192 2.65614
C -3.30610 5.35141 2.48714
*
```

***

The following is a quantum chemistry calculation of a molecular structure, C58H48CaClNP3 in a non-equilibrium geometry, from OMol25.

Results
- frontier orbital gap (eV) = 8.051
- electronic energy (a.u.) = -4455.42637
- relative energy (zero: lowest compared OMol25 entry of this formula, charge and spin) (kcal/mol) = 7.0

The geometry in ORCA input format:
```
! wB97M-V def2-TZVPD RIJCOSX def2/J DEFGRID3
* xyz 1 1
H -1.02149 -1.86652 3.96359
H -2.26783 5.86728 -1.38984
N -0.68766 4.17710 0.06194
H -6.03756 0.03743 -3.66970
Ca 0.49233 -0.41490 -0.53890
H 2.79704 1.07323 -5.68933
H -1.59520 3.57046 -1.79007
C 1.08965 -4.70093 -0.24483
C 5.64055 -1.96445 -0.21654
H -6.68639 -3.36871 -0.61487
C 0.68682 4.11243 -0.42674
C 5.58164 -4.33953 -0.60422
C 6.29526 -3.15408 -0.50903
H 1.28218 4.76335 0.20198
C 0.20904 -2.42470 2.29906
H 4.06742 1.57690 -1.63504
H -2.68662 -0.65905 0.95721
C 3.52694 -3.17291 -0.10319
C 3.29024 2.47488 1.85412
C 1.49449 -2.77015 1.86628
H -3.71763 -0.15730 -4.50919
H 4.55274 0.92061 -3.94802
H 6.18470 -1.03195 -0.13603
C 4.00931 3.83226 0.00251
C 4.41588 2.85784 2.57623
H -3.51759 -1.05323 3.24166
H 0.78339 4.47570 -1.45849
H 3.53431 -3.08558 2.47310
H 0.03915 5.48995 2.20008
P 1.71847 -3.03360 0.06815
C -3.90655 0.24194 -3.52002
C 2.01631 2.10960 -2.02580
H -3.50442 0.78856 4.90526
H 0.53409 1.87547 -5.08120
H -6.38657 -5.81865 -0.81510
C -3.07249 1.12390 -1.42972
C 3.28481 1.63809 -2.37934
C -1.74428 8.14503 1.06450
H 0.84073 -1.94155 5.59469
H 3.11305 -2.56176 4.83827
H -4.57569 1.63707 0.02240
C 1.03157 2.17605 -3.01764
C 0.45606 -6.91733 0.44849
H 1.19023 -5.40576 1.78367
C -3.13885 -0.07375 2.97029
H -6.46172 0.94770 -1.40877
P 1.54273 2.45523 -0.28556
C 0.93818 -5.65230 0.75860
H 2.56683 1.80476 2.30435
H -0.24447 -8.22547 -1.10094
C -0.02355 -2.12986 3.63806
H 3.65014 -5.27566 -0.47547
C 3.56097 1.27068 -3.68984
C -2.67020 0.14695 1.68415
H -2.01027 9.15867 1.33734
C -0.91852 7.39138 1.89138
C -5.20762 0.35281 -3.04856
H 0.03594 2.52942 -2.77615
C -2.84616 0.61980 -2.70818
C -4.59132 -2.94576 -0.75454
C -5.52590 -5.16252 -0.84002
H -2.66669 3.73900 -0.41160
C -4.24998 -5.69161 -0.98755
C -5.69359 -3.78750 -0.72469
C -5.44540 0.85871 -1.77637
H 4.56808 2.48280 3.58094
H -4.11454 -6.76244 -1.08027
C 2.53380 -2.81487 2.79081
C -3.13597 0.95924 3.90083
C -2.15943 -2.59598 -0.90814
H -4.71780 -1.87079 -0.68248
H 7.36858 -3.14760 -0.66189
H 0.00808 -6.53289 -2.89035
H 6.09847 -5.26307 -0.83344
C 5.13429 4.20966 0.71835
C -3.14435 -4.85446 -1.01651
C 4.27465 -1.99864 -0.02866
H -2.87191 8.16672 -0.76198
C -3.30304 -3.47183 -0.89915
C -1.07143 5.52995 0.36816
C -2.22898 7.58753 -0.11016
H 5.85206 4.88960 0.27587
H -2.67069 3.02438 4.25315
C -1.88905 6.28533 -0.46421
H -2.14709 -5.26338 -1.12498
H -1.85053 3.43013 1.97293
H 3.85492 4.22132 -0.99869
H -0.61469 -2.41401 1.58919
C -2.21097 2.44524 2.24183
H 6.22136 4.01542 2.56106
H 0.82300 -4.26670 -2.33303
C 3.07970 2.95288 0.56254
C 0.74145 -5.01911 -1.55779
C -0.59020 6.08877 1.54850
Cl 3.45400 -0.48244 0.34796
H -0.54177 7.81486 2.81519
C 1.02041 -2.17313 4.55160
C 1.30857 1.80387 -4.32696
C 4.20585 -4.34859 -0.40198
C 5.33979 3.71945 2.00494
C -1.67079 3.41878 -0.70573
H -1.83110 0.50029 -3.06992
C 0.13028 -7.23703 -0.86314
H 0.33474 -7.65463 1.23285
C -1.19204 -1.83929 -0.90502
C -2.67052 2.21353 3.53439
C -4.38243 1.24579 -0.97094
C 2.29666 -2.51999 4.12671
C -2.21410 1.41426 1.30393
C 0.27469 -6.28865 -1.86913
C 2.57585 1.35324 -4.66655
P -1.62684 1.59330 -0.41696
*
```